The following is a quantum chemistry calculation of a structure of composition C18H41N2P3PbS2 in a non-equilibrium geometry, from the Open Molecules 2025 dataset.

Each line ends with the Löwdin charge.
Element x y z (Å)
1 Pb 0.193 0.018 -0.071  0.842
2 S 3.063 -0.452 -0.480  0.598
3 S -4.963 3.437 -2.145  0.991
4 P -0.088 -2.141 -1.867  0.695
5 P -0.007 -1.165 2.472  0.715
6 P -2.723 0.222 -0.120  0.718
7 N 4.674 -0.542 1.647  0.142
8 N 3.831 -2.574 1.011  0.135
9 C 3.880 -1.231 0.788  -0.861
10 C 0.067 2.921 -0.667  -0.094
11 C -4.508 6.104 -1.898  -0.058
12 C -5.010 6.662 -4.594  0.018
13 C -1.124 -0.186 3.534  -0.229
14 C -0.128 -1.513 -3.576  -0.226
15 C 1.495 -1.357 3.477  -0.228
16 C -4.386 7.408 -2.376  0.010
17 C -1.516 -3.259 -1.742  -0.227
18 C 1.331 -3.274 -1.875  -0.256
19 C -3.370 0.325 -1.824  -0.276
20 C -3.428 1.723 0.649  -0.266
21 C -5.135 5.354 -4.128  -0.038
22 C -4.865 5.065 -2.779  -0.542
23 C -3.802 -1.080 0.590  -0.232
24 C -0.735 -2.840 2.419  -0.225
25 C -4.629 7.688 -3.724  0.054
26 C 0.160 2.821 0.677  -0.118
27 H 2.080 -0.429 3.463  0.059
28 H -3.245 1.712 1.732  0.055
29 H -2.141 -0.167 3.113  0.030
30 H -0.746 0.847 3.601  0.064
31 H -3.531 -2.061 0.171  0.041
32 H -0.783 -3.269 3.432  0.088
33 H 1.166 -1.553 4.504  0.081
34 H -2.866 1.136 -2.366  0.041
35 H 1.103 2.606 1.196  0.074
36 H 4.927 0.414 1.385  0.131
37 H 4.636 -2.993 1.479  0.144
38 H -1.560 -3.682 -0.731  0.052
39 H -4.857 -0.857 0.352  0.083
40 H -1.019 -0.888 -3.718  0.045
41 H -3.672 -1.107 1.681  0.045
42 H -4.526 8.705 -4.096  0.150
43 H 2.263 -2.724 -2.056  0.026
44 H -0.145 -2.343 -4.294  0.086
45 H 1.177 -4.032 -2.657  0.086
46 H 0.762 -0.896 -3.758  0.067
47 H 0.923 2.781 -1.336  0.079
48 H -2.965 2.624 0.225  0.025
49 H 5.391 -1.076 2.144  0.144
50 H -4.100 8.199 -1.686  0.140
51 H -0.872 3.189 -1.157  0.069
52 H -1.748 -2.800 1.991  0.040
53 H -5.196 2.786 -3.315  -0.046
54 H 1.400 -3.770 -0.898  0.048
55 H -0.102 -3.485 1.789  0.054
56 H -4.330 5.861 -0.850  0.122
57 H -4.515 1.744 0.463  0.060
58 H -1.412 -4.075 -2.467  0.086
59 H -4.452 0.528 -1.795  0.052
60 H 3.382 -3.152 0.305  0.098
61 H -5.211 6.875 -5.641  0.143
62 H -2.449 -2.718 -1.934  0.035
63 H 2.117 -2.178 3.099  0.046
64 H -1.152 -0.620 4.546  0.085
65 H -3.188 -0.618 -2.351  0.035
66 H -0.700 3.016 1.323  0.072
67 H -5.435 4.535 -4.780  0.124

* Kohn-Sham gap (spin up / spin down): 5.16 / 5.83 eV
* charge: +4
* ΔE to the lowest compared entry with this formula, charge and spin: 0.000 eV
* LUMO level (spin up / spin down): -14.26 / -13.20 eV